1.
This record from the Open Molecules 2025 dataset describes C3H3NO3S3 in the gas phase at a distorted geometry. The level of theory is ωB97M-V/def2-TZVPD.

Positions of all 13 atoms, in Å:
C (0.68582, -0.56609, 0.03887)
C (-0.48662, -0.77404, -0.03752)
C (1.95319, 0.07242, 0.21024)
N (-2.33348, 0.76854, -0.57945)
O (-2.80034, 1.23566, -1.56756)
O (-3.02101, -0.45750, -0.35066)
O (-1.97465, -1.59865, 1.64429)
S (1.73148, 0.95397, 1.81761)
S (1.96449, 1.01244, -1.59352)
S (-1.86325, -1.65226, 0.23925)
H (2.82775, -0.48915, 0.25230)
H (0.48901, 1.35411, 1.97195)
H (2.82760, 0.14056, -2.04579)

Output
Net charge = 0
Relative energy (zero: lowest compared OMol25 entry of this formula, charge and spin) = 0.858 eV
DFT total energy = -43290.19794 eV
Gap between HOMO and LUMO = 9.145 eV
E_HOMO = -9.735 eV

=====

2.
This record from the Open Molecules 2025 dataset describes C3H2N4S in the gas phase at a distorted geometry. The level of theory is ωB97M-V/def2-TZVPD.

Positions of all 10 atoms, in Å:
S (1.23248, 0.16538, -2.49465)
C (0.92117, -0.16902, -0.94901)
N (0.28625, -1.34157, -0.51181)
C (-0.82274, -1.19864, 0.07614)
N (-1.56348, 0.00352, 0.24141)
N (-1.01885, 1.07532, 0.59737)
C (0.38580, 1.13466, 0.83151)
N (1.31531, 0.63131, 0.12348)
H (-1.37957, -2.09798, 0.42539)
H (0.64363, 1.79702, 1.66017)

Output
Net charge = 0
Relative energy (zero: lowest compared OMol25 entry of this formula, charge and spin) = 1.652 eV
DFT total energy = -19935.61510 eV
Gap between HOMO and LUMO = 7.797 eV
E_HOMO = -9.306 eV

=====

3.
This record from the Open Molecules 2025 dataset describes a molecular structure, C5H9NO at a distorted geometry. The level of theory is ωB97M-V/def2-TZVPD.

Positions of all 16 atoms, in Å:
C (1.69218, -0.63489, 0.04754)
C (0.17996, 0.68673, 0.35013)
C (-1.15388, 1.22923, -0.06139)
C (-1.15483, -1.15918, 0.14098)
C (0.17838, -0.67202, -0.33394)
H (2.45384, -0.94350, -0.67838)
H (1.80537, -1.02392, 1.03824)
H (1.69902, 1.13826, -0.91785)
H (0.15805, 0.51779, 1.42828)
H (-1.59039, 1.99898, 0.57633)
H (-1.19442, 1.71528, -1.06281)
H (-1.68128, -1.97067, -0.43138)
H (-1.12612, -1.36607, 1.23078)
H (0.05143, -0.42987, -1.38461)
N (1.64685, 0.86423, 0.08683)
O (-1.96417, 0.04963, -0.02874)

Output
Net charge = 0
Relative energy (zero: lowest compared OMol25 entry of this formula, charge and spin) = 3.614 eV
DFT total energy = -8865.59827 eV
Gap between HOMO and LUMO = 10.416 eV
E_HOMO = -9.324 eV

=====

4.
This record from the Open Molecules 2025 dataset describes a molecular structure, C21H19CoN2OS2 at a distorted geometry. The level of theory is ωB97M-V/def2-TZVPD.

Positions of all 46 atoms, in Å:
Co (-0.32277, -2.29154, 0.02973)
C (0.94961, 0.97987, -2.61512)
C (1.02812, -0.13471, -1.57102)
N (-0.05606, -0.51559, -0.96486)
N (-1.17551, 0.23843, -1.26438)
C (-2.29699, -0.51560, -1.26539)
S (-2.43496, -2.10206, -0.73603)
S (-3.75781, 0.48416, -1.74287)
C (-3.03314, 2.17839, -1.50408)
C (-2.63703, 2.55051, -0.08371)
C (-3.54713, 2.35089, 0.92728)
C (-3.22140, 2.56050, 2.27750)
C (-1.91459, 2.88994, 2.55191)
C (-0.91367, 3.15034, 1.55990)
C (-1.32303, 3.01583, 0.25281)
C (2.26621, -0.85636, -1.28134)
C (3.44584, -0.18013, -1.16289)
C (4.72336, -0.83386, -0.99555)
C (4.73189, -2.25104, -1.12474)
C (3.53150, -2.88266, -0.92518)
C (2.22184, -2.29676, -1.01955)
O (1.17873, -3.01569, -0.85224)
H (1.82504, 1.50803, -2.91584)
H (0.14464, 1.66212, -2.22085)
H (0.63765, 0.45876, -3.55302)
H (-3.85946, 2.79223, -1.88754)
H (-2.21161, 2.25473, -2.19196)
H (-4.57753, 1.94264, 0.72349)
H (-3.93641, 2.33068, 3.03851)
H (-1.52575, 3.12016, 3.54747)
H (0.06484, 3.56944, 1.74283)
H (-0.63511, 2.99754, -0.62485)
H (3.51591, 0.83771, -1.09150)
H (5.55971, -0.17256, -0.88796)
H (5.70614, -2.70670, -1.17642)
H (3.59817, -3.95752, -0.72156)
C (-0.06279, -0.72364, 2.01293)
C (-1.22456, -1.49295, 2.17323)
C (-0.93113, -2.84893, 2.15832)
C (0.47958, -2.97105, 1.93732)
C (0.99510, -1.60832, 1.79279)
H (-0.09429, 0.34852, 1.92630)
H (-2.21027, -1.01025, 2.31937)
H (-1.65687, -3.56431, 2.37764)
H (1.04816, -3.94870, 1.67901)
H (1.90778, -1.34050, 1.35213)

Output
Net charge = 0
Spin multiplicity = 5
DFT total energy = -86407.18739 eV
Gap between HOMO and LUMO (alpha / beta) = 8.043 / 6.312 eV
E_HOMO (alpha / beta) = -7.803 / -7.961 eV

=====

5.
This record from the Open Molecules 2025 dataset describes C14H11BrN2O2S in the gas phase at a distorted geometry. The level of theory is ωB97M-V/def2-TZVPD.

Positions of all 31 atoms, in Å:
O (0.11808, 0.30313, -0.95192)
C (0.81697, -0.17184, -0.07048)
C (2.24942, -0.41751, -0.21089)
C (2.87611, -0.10520, -1.35945)
C (4.26424, -0.28795, -1.62803)
C (5.30428, -0.79001, -0.86965)
C (6.45427, -0.71758, -1.67492)
C (6.04463, -0.18054, -2.86344)
O (4.73766, 0.07930, -2.84417)
N (0.31069, -0.52856, 1.16183)
C (-0.98965, -0.42174, 1.63117)
S (-1.24064, -0.92576, 3.18292)
N (-1.87762, 0.10728, 0.77587)
C (-3.24008, 0.32807, 0.92047)
C (-4.03867, -0.35361, 1.83784)
C (-5.39567, -0.10583, 1.91892)
C (-5.99445, 0.82173, 1.08417)
C (-5.22401, 1.50219, 0.15760)
C (-3.86656, 1.25647, 0.07992)
Br (-2.84365, 2.22926, -1.21109)
H (2.77794, -0.84781, 0.62553)
H (2.29008, 0.32524, -2.16181)
H (5.24501, -1.16010, 0.13295)
H (7.44743, -1.01986, -1.41394)
H (6.58194, 0.05238, -3.76189)
H (0.94436, -0.91574, 1.85002)
H (-1.45479, 0.42979, -0.10917)
H (-3.58567, -1.08192, 2.48843)
H (-5.98718, -0.64780, 2.64035)
H (-7.05336, 1.01727, 1.14755)
H (-5.67113, 2.22722, -0.50469)

Output
Net charge = 0
DFT total energy = -102649.36553 eV
Gap between HOMO and LUMO = 7.706 eV
E_HOMO = -8.376 eV

=====

6.
This record from the Open Molecules 2025 dataset describes a molecular structure, C27H45As2N4O9PV at a distorted geometry. The level of theory is ωB97M-V/def2-TZVPD.

Positions of all 89 atoms, in Å:
V (-1.48547, -0.12255, -0.03967)
N (-3.10052, 1.39191, 2.57390)
C (-2.61369, 0.18141, 2.96859)
C (-2.64143, -0.18770, 4.33032)
C (-2.19398, -1.42187, 4.70267)
C (-1.75077, -2.32148, 3.71646)
C (-1.76987, -1.89256, 2.42315)
N (-2.15302, -0.64476, 2.02369)
H (-3.33681, 2.04227, 3.30606)
H (-2.74469, 1.80472, 1.72172)
H (-3.00891, 0.52095, 5.05976)
H (-2.19016, -1.70525, 5.74651)
H (-1.41053, -3.31902, 3.95020)
H (-1.48487, -2.56891, 1.62195)
C (0.68278, -3.71952, -1.19671)
O (0.64721, -4.22294, 0.14169)
C (1.40611, -3.66959, 1.10720)
O (1.39766, -4.11466, 2.21695)
C (2.12465, -2.38973, 0.77153)
C (3.43811, -2.19200, 0.74377)
As (4.34176, -0.42457, 0.74050)
C (5.68507, -0.89081, -0.61044)
C (3.15670, 0.47970, -0.58141)
C (1.88064, 0.09332, -0.69964)
As (0.94388, -0.84398, 0.78565)
C (1.49218, 0.03067, 2.42987)
C (0.88670, 0.22593, -1.84411)
O (-0.31924, 0.29579, -1.53950)
O (1.13175, -0.02194, -3.09699)
C (2.42319, -0.40701, -3.65277)
C (3.60475, 1.66779, -1.46778)
O (2.93806, 1.96631, -2.42640)
O (4.67171, 2.37678, -1.15882)
C (5.26658, 2.44503, 0.15290)
C (4.50377, -3.18194, 1.18883)
O (5.28176, -2.77731, 2.00885)
O (4.61953, -4.40233, 0.68847)
C (3.81035, -4.87095, -0.39594)
H (0.37262, -4.54310, -1.83447)
H (1.68495, -3.39112, -1.47987)
H (-0.02584, -2.89033, -1.30653)
H (6.46894, -1.44619, -0.09790)
H (6.11114, 0.01492, -1.03962)
H (5.25472, -1.49839, -1.40472)
H (2.21760, 0.82196, 2.24748)
H (1.92045, -0.72094, 3.09324)
H (0.59554, 0.45663, 2.88100)
H (2.95917, 0.49144, -3.93223)
H (2.16616, -1.00394, -4.52060)
H (2.97119, -0.99599, -2.91915)
H (5.84094, 3.36625, 0.14923)
H (5.94205, 1.60508, 0.31612)
H (4.49712, 2.49432, 0.92271)
H (4.34919, -5.72009, -0.80544)
H (3.71038, -4.10233, -1.16551)
H (2.84116, -5.20956, -0.03372)
C (-3.36975, 5.00705, -0.59165)
N (-2.96694, 3.62310, -0.84609)
C (-4.06585, 2.70250, -1.04699)
C (-1.77490, 3.13575, -0.43989)
O (-1.66105, 1.97965, 0.06808)
N (-0.68326, 3.90722, -0.58763)
C (-0.58341, 4.99106, -1.56238)
C (0.58185, 3.50640, 0.00566)
H (-4.18415, 5.00996, 0.13559)
H (-3.71789, 5.48982, -1.50418)
H (-2.54614, 5.57858, -0.17833)
H (-4.73249, 3.11175, -1.80558)
H (-4.63977, 2.54819, -0.12839)
H (-3.68943, 1.74456, -1.39831)
H (-1.41959, 4.95813, -2.25452)
H (0.33749, 4.84936, -2.12797)
H (-0.54688, 5.96733, -1.07895)
H (0.41151, 2.76964, 0.78669)
H (1.06396, 4.38172, 0.44208)
H (1.24111, 3.09140, -0.76050)
C (-5.25026, -0.41694, -0.05535)
P (-3.70190, -1.09620, -0.71382)
C (-3.83217, -2.86313, -0.28852)
C (-3.95696, -1.09849, -2.51538)
H (-6.05359, -1.14238, -0.19001)
H (-5.51901, 0.49581, -0.58121)
H (-5.14959, -0.18780, 1.00579)
H (-4.66652, -3.31995, -0.82240)
H (-4.00542, -2.97453, 0.78264)
H (-2.91706, -3.39839, -0.54583)
H (-4.89897, -1.58267, -2.77858)
H (-3.14019, -1.62880, -3.00654)
H (-3.97123, -0.07751, -2.89855)

Output
Net charge = +2
Spin multiplicity = 4
Relative energy (zero: lowest compared OMol25 entry of this formula, charge and spin) = 0.648 eV
DFT total energy = -209756.82631 eV
Gap between HOMO and LUMO (alpha / beta) = 7.105 / 7.525 eV
E_HOMO (alpha / beta) = -13.396 / -13.865 eV

=====

Question: Which of these has the highest net charge?
Answer: C27H45As2N4O9PV

=====

Question: Which value of DFT total energy does entry 3 give?
Answer: -8865.59827 eV

=====

Question: Among the records above, which one has the highest net charge?
Answer: C27H45As2N4O9PV

=====

Question: Among the records above, which one has the lowest DFT total energy?
Answer: C27H45As2N4O9PV